The following is a DFT calculation (wB97M-V/def2-TZVPD) of a cluster of 10 separate species, C28H68N8O10S2 in total.

As for the spin multiplicity: 1. Its LUMO energy is 0.128 eV. As for the total energy: -84205.135 eV. The gap between HOMO and LUMO comes out at 8.6 eV. As for the HOMO energy: -8.438 eV.

Structure (XYZ):
```
116
Properties=species:S:1:pos:R:3:mulliken_charge:R:1
C 1.464 -2.049 1.130 -0.76
C 0.402 -1.160 0.475 0.49
O -0.610 -1.685 0.068 -0.43
N 0.706 0.107 0.382 0.15
C -0.156 1.016 -0.372 -0.55
H 1.171 -3.098 1.108 0.01
H 1.723 -1.861 2.173 -0.26
H 2.378 -2.016 0.537 0.49
H 1.537 0.477 0.823 0.16
H 0.425 1.903 -0.628 0.37
H -1.100 1.199 0.140 0.06
H -0.446 0.548 -1.312 0.10
C 3.674 -4.146 -0.680 -0.68
C 4.375 -3.200 -1.714 0.72
O 4.998 -2.227 -1.285 -0.64
N 4.208 -3.382 -3.048 -0.16
C 4.717 -2.448 -4.102 -0.99
H 3.962 -3.840 0.326 0.30
H 3.989 -5.186 -0.774 0.53
H 2.593 -4.105 -0.809 -0.19
H 3.977 -4.289 -3.428 0.28
H 5.344 -1.619 -3.774 0.31
H 3.931 -1.991 -4.703 0.29
H 5.393 -2.988 -4.765 0.36
C 1.651 5.360 -0.615 -0.91
C 3.086 5.766 -0.970 0.46
O 3.976 5.651 -0.151 -0.61
N 3.197 6.421 -2.132 -0.21
C 4.405 6.940 -2.610 -0.85
H 1.621 5.003 0.415 0.27
H 1.209 4.645 -1.309 0.29
H 0.906 6.148 -0.727 0.40
H 2.624 6.076 -2.889 0.27
H 5.104 6.104 -2.640 0.32
H 4.746 7.801 -2.034 0.24
H 4.225 7.244 -3.641 0.33
C -3.482 -1.462 -1.900 -1.14
C -4.164 -1.034 -0.592 0.81
O -5.348 -0.836 -0.454 -0.72
N -3.265 -0.820 0.396 0.82
C -3.587 -0.298 1.717 -0.91
H -2.470 -1.850 -1.778 0.08
H -3.686 -0.756 -2.705 0.35
H -3.987 -2.394 -2.154 0.41
H -2.278 -0.838 0.180 -0.34
H -2.625 0.020 2.119 0.15
H -4.022 -1.114 2.295 0.38
H -4.256 0.562 1.740 0.25
C -1.332 4.695 0.809 -0.59
C -2.379 3.982 1.635 0.31
O -2.459 2.728 1.568 -0.49
N -3.033 4.778 2.546 -0.20
C -4.097 4.319 3.466 -0.90
H -0.485 4.025 0.659 -0.10
H -0.851 5.559 1.268 0.52
H -1.777 4.834 -0.176 0.26
H -2.699 5.710 2.746 0.25
H -3.819 4.148 4.506 0.28
H -4.579 3.432 3.054 0.27
H -4.903 5.049 3.395 0.37
C -5.208 3.718 -5.026 -0.98
C -4.587 3.600 -3.658 0.67
O -4.919 4.268 -2.687 -0.67
N -3.628 2.694 -3.577 -0.11
C -2.819 2.388 -2.388 -0.06
H -4.604 3.186 -5.760 0.27
H -5.074 4.760 -5.315 0.29
H -6.285 3.558 -5.079 0.26
H -3.470 2.216 -4.452 0.25
H -1.766 2.536 -2.628 0.31
H -2.959 1.333 -2.154 -0.42
H -3.099 2.946 -1.495 0.12
C 0.426 -6.594 -0.078 -1.02
C -0.640 -5.694 0.604 0.94
O -0.623 -5.601 1.837 -0.69
N -1.717 -5.312 -0.062 0.14
C -2.888 -4.682 0.562 -0.98
H -0.232 -7.333 -0.535 0.45
H 1.026 -7.013 0.729 0.32
H 1.018 -6.244 -0.923 -0.13
H -1.776 -5.621 -1.022 0.28
H -3.801 -4.777 -0.026 0.40
H -2.823 -3.595 0.616 0.10
H -3.058 -5.021 1.584 0.34
C 3.125 0.748 4.394 -0.71
C 3.591 1.607 3.284 0.60
O 3.450 1.218 2.137 -0.64
N 4.165 2.769 3.576 -0.15
C 4.706 3.689 2.532 -0.84
H 3.884 0.339 5.061 0.40
H 2.631 -0.115 3.946 -0.12
H 2.263 1.166 4.914 0.36
H 4.300 2.820 4.576 0.22
H 5.774 3.607 2.329 0.29
H 4.429 4.714 2.777 0.36
H 4.153 3.610 1.596 0.23
C 0.649 -5.725 -4.041 -0.88
S -0.768 -4.595 -3.597 0.37
O -1.730 -5.416 -2.779 -0.67
C 0.145 -3.401 -2.559 -0.07
H 0.311 -6.351 -4.867 0.39
H 0.927 -6.347 -3.191 0.22
H 1.540 -5.202 -4.389 0.30
H 1.118 -3.359 -3.049 0.20
H 0.263 -3.733 -1.528 -0.29
H -0.386 -2.450 -2.563 0.25
C -0.341 -3.008 4.250 -0.65
S -1.166 -1.355 4.600 0.74
O -2.576 -1.552 5.182 -0.68
C -0.174 -0.856 6.073 -0.97
H -0.689 -3.768 4.948 0.45
H 0.732 -2.819 4.235 0.30
H -0.628 -3.368 3.262 -0.06
H -0.573 0.143 6.253 0.35
H 0.887 -0.740 5.852 0.19
H -0.321 -1.540 6.909 0.35
```